<1>
Below is a cluster of 2 separate species, C4H12NO3 in total, with properties calculated with the ωB97M-V functional and the def2-TZVPD basis.

Results
Total charge = -1
Kohn-Sham gap = 7.16 eV

The geometry in XYZ format:
```
20
Properties=species:S:1:pos:R:3:mulliken_charge:R:1
O -0.503 2.280 1.028 -0.920
H 1.957 -0.684 0.756 0.268
O -0.268 -2.573 -0.557 -0.633
H -0.683 -1.719 -0.306 0.501
H 1.623 -2.924 -1.203 0.247
H -1.420 0.412 -0.452 0.241
H -1.528 3.136 -0.144 0.413
C -0.618 0.994 1.325 -0.797
H 2.464 -0.736 -0.828 0.370
C 1.127 -2.421 -0.364 -0.312
C 1.583 -0.979 -0.235 -0.555
H 0.243 0.652 1.944 0.311
H -2.881 2.548 -0.010 0.284
H 1.113 1.055 -0.483 0.395
O -2.380 3.082 -0.646 -0.697
C 0.573 0.114 -0.645 -0.758
H -1.527 0.637 1.877 0.295
H 0.322 0.031 -1.704 0.402
H 1.462 -2.995 0.509 0.185
N -0.660 0.092 0.137 -0.241
```

<2>
Below is a cluster of 2 separate species, C4H12NO3 in total, with properties calculated with the ωB97M-V functional and the def2-TZVPD basis.

Results
Total charge = -1
Kohn-Sham gap = 6.15 eV

The geometry in XYZ format:
```
20
Properties=species:S:1:pos:R:3:mulliken_charge:R:1
H -1.870 0.658 -1.777 0.353
O 2.205 -0.133 0.821 -0.773
O -0.411 -1.495 1.150 -0.671
O -2.787 0.285 -1.496 -0.719
H -0.178 -1.167 -2.027 0.288
H 1.120 0.368 2.321 0.298
H 1.342 -1.245 -0.909 0.290
C 1.446 0.707 1.312 -1.052
H 0.277 -2.487 -1.131 0.370
H 0.585 -1.587 1.325 0.408
H 1.837 1.724 1.347 0.440
N 0.191 1.637 -0.740 -0.606
C -0.490 -0.630 0.001 -0.226
H -3.095 1.101 -0.984 0.331
C 0.273 -1.363 -1.079 -1.363
H 0.984 1.355 -1.256 0.217
H -1.514 -0.490 -0.152 0.788
H 0.326 2.653 -0.591 0.240
C 0.033 0.808 0.446 0.170
H -0.774 1.269 1.137 0.216
```

Most stable structure - <1>; separation to the second - 1.583 eV.